The following is a DFT calculation (ωB97M-V with the def2-TZVPD basis set) of 2 unconnected molecules or ions with the total composition C11H18F3IN2O5.

ORCA input file:
```
! wB97M-V def2-TZVPD RIJCOSX def2/J DEFGRID3
* xyz 0 1
C 3.879 0.413 1.596
C 3.365 1.947 1.521
C 2.571 2.308 0.175
O 1.136 2.435 0.323
C 0.560 1.310 0.969
O 0.067 1.569 2.336
C -0.541 0.280 2.634
O -0.688 -0.109 3.802
O -0.928 -0.391 1.402
C -0.807 0.681 0.398
C -2.179 1.502 0.536
C -3.441 0.630 1.025
C -4.799 1.527 1.085
I -3.910 -1.065 -0.288
C -0.483 -0.119 -0.956
F 0.873 0.071 -1.401
F -0.600 -1.537 -0.770
F -1.289 0.301 -2.063
H 3.116 -0.141 2.270
H 4.912 0.289 2.064
H 3.790 -0.114 0.570
H 4.310 2.605 1.646
H 2.746 2.135 2.476
H 2.997 3.318 -0.195
H 2.888 1.546 -0.637
H 1.193 0.371 1.149
H -2.107 2.392 1.271
H -2.474 1.955 -0.477
H -3.319 0.214 2.096
H -4.813 2.204 2.004
H -4.968 2.100 0.103
H -5.689 0.795 1.177
N 1.563 -3.679 -4.045
C 0.447 -4.375 -3.710
N -0.298 -3.812 -2.728
O 0.141 -5.427 -4.250
H 1.833 -2.814 -3.613
H 2.144 -4.065 -4.770
H -1.135 -4.299 -2.451
H -0.063 -2.949 -2.272
*
```

Computed properties:
Calculated total energy = -1512.8801 a.u.
Lowest unoccupied orbital energy = 0.2 eV
Kohn-Sham gap = 9.94 eV
SMILES = CCCO[C@H]1OC(=O)O[C@]1(C[C@@H](C)I)C(F)(F)F.NC(N)=O

---

The following is a DFT calculation (ωB97M-V with the def2-TZVPD basis set) of C4H6N4 in the gas phase.

ORCA input file:
```
! wB97M-V def2-TZVPD RIJCOSX def2/J DEFGRID3
* xyz 0 1
H 1.926 2.092 -0.108
N 2.251 1.085 -0.170
C 1.472 0.071 -0.003
N 1.944 -1.142 0.024
N 0.026 0.126 0.406
C -1.057 1.091 0.191
C -2.251 0.487 -0.113
C -1.884 -0.913 -0.070
N -0.571 -1.063 0.181
H 3.067 -1.373 0.201
H 1.300 -1.901 -0.208
H -0.565 2.030 0.446
H -3.271 1.135 -0.375
H -2.387 -1.724 -0.401
*
```

Computed properties:
Calculated total energy = -374.9503 a.u.
Energy above the lowest of the compared OMol25 structures with the same formula, charge and spin = 69.68 kcal/mol
Lowest unoccupied orbital energy = 0.9 eV
Kohn-Sham gap = 10.00 eV
SMILES = [H]/N=C(/N)n1cccn1